Below is a 6-piece molecular cluster, C59H58F3N8O18P overall, with properties calculated with wB97M-V/def2-TZVPD.

Geometry (Å):
C 0.917 1.454 6.767
H 6.069 3.185 -4.494
H 1.945 1.037 6.576
C 4.354 2.688 -1.527
C 9.459 5.043 -4.387
C -3.206 3.588 2.521
C 0.270 1.663 2.225
O -6.727 4.263 0.300
O 10.440 5.977 -6.747
C 2.710 -0.273 -0.121
C 1.223 -0.394 3.546
C 8.773 4.894 -5.585
H 3.937 -4.117 -0.554
C -8.322 -3.043 1.723
H -4.765 -8.191 -5.857
O 8.714 5.301 -7.850
H -7.495 -3.402 2.322
H -5.271 1.707 3.639
N -2.765 4.987 2.325
H -3.629 5.536 2.238
H 0.650 2.037 5.841
H -2.394 -0.939 5.114
C 4.993 -2.029 -1.582
C 7.017 3.706 -4.467
O -3.344 1.520 4.544
H 1.034 2.135 7.657
O 0.530 3.345 -0.693
C -8.585 -1.686 1.599
H 3.092 0.359 -2.167
H -2.433 5.440 4.436
N 7.351 -4.428 1.154
H 2.175 -3.948 -2.193
O 7.048 -3.588 1.981
C 1.893 -0.906 2.220
H -2.633 4.977 -0.514
C -3.443 -6.286 -3.398
H 3.770 -4.619 1.169
H 10.826 -6.634 -0.920
C -10.195 -3.509 0.288
O -5.450 5.624 1.378
C -2.190 1.583 3.761
C 9.163 -5.635 -0.004
C -1.394 -0.443 5.256
N -0.407 -3.130 -2.771
C -0.769 2.658 1.868
N -7.718 -0.718 2.276
C -6.680 8.224 -2.609
H -2.047 -4.661 -3.693
C -10.456 -2.148 0.175
F 4.497 2.307 -2.859
H 7.012 4.123 -6.565
H -0.632 -1.264 5.247
C 8.917 4.514 -3.224
C -4.471 0.933 3.830
C 2.845 -2.662 0.677
O 6.549 -5.063 0.489
C -4.171 -7.422 -5.378
H 1.143 -5.418 -2.152
C 2.107 0.110 1.159
C -1.144 0.588 4.095
H -2.004 -4.927 -6.138
C -4.202 -7.283 -3.998
C 0.074 0.646 3.293
H -9.862 -0.172 0.740
H 7.285 3.426 -2.358
H -4.948 0.204 4.552
H -3.900 3.230 1.706
H 0.175 2.485 -0.997
C -9.133 -3.956 1.063
O -2.843 -5.214 -1.450
C -5.700 7.561 -0.515
H -5.070 -0.393 2.215
C 11.066 -4.298 1.526
N -6.166 5.333 0.433
H 0.081 -2.283 -3.087
H -0.653 -4.031 -0.884
C -7.179 6.055 -1.695
C 1.673 1.583 1.517
H 2.079 -3.042 2.787
H -11.286 -1.803 -0.430
C 2.945 0.873 -1.185
H -10.823 -4.223 -0.233
H 9.445 4.621 -2.284
C -4.110 0.110 2.546
C 1.407 -4.486 -1.577
C -1.915 5.465 3.427
P -0.564 3.905 0.492
H 11.809 -3.781 2.121
C 8.777 -4.699 0.945
C -6.356 6.341 -0.614
C -7.340 7.004 -2.695
H -3.786 0.742 1.671
H 10.408 5.561 -4.345
O -6.771 -1.151 2.913
F 3.363 3.611 -1.372
H 12.515 -5.456 0.446
C -3.383 -6.572 -6.146
H -3.366 -6.680 -7.225
O 2.381 2.531 1.310
O -4.186 -6.894 -1.307
O -7.987 0.464 2.162
C -2.619 -5.585 -5.536
H -2.937 3.189 -0.058
H 9.420 -3.288 2.446
C -0.050 0.264 7.060
C 7.552 4.235 -5.634
H -3.356 -0.698 2.720
C -2.009 2.594 2.700
O 3.632 -2.008 -1.655
N 9.352 5.432 -6.820
F 5.528 3.308 -1.174
C 3.226 -4.145 0.316
C -9.651 -1.230 0.834
H -8.935 -5.017 1.151
C 9.718 -4.022 1.709
H 2.044 1.533 -1.138
H -1.362 -2.819 -2.550
H -5.062 7.788 0.330
N 6.129 -1.966 -1.433
C 2.265 -2.293 1.976
C -2.646 -5.438 -4.156
H 1.146 -4.816 0.645
O 4.140 1.570 -0.760
H -7.695 5.107 -1.773
O -1.357 0.160 6.565
H -3.828 3.575 3.467
N -3.493 -6.120 -1.942
H 8.431 -6.160 -0.604
H -1.710 6.559 3.224
O 0.346 -0.601 7.799
C 7.700 3.843 -3.264
H 2.222 -6.025 -0.238
C 0.177 -3.504 -1.440
H -6.802 8.960 -3.396
H -5.353 9.456 -1.456
C 11.462 -5.239 0.583
H -4.819 -7.949 -3.409
H -7.977 6.791 -3.545
O 1.588 -0.743 4.640
C 1.932 -4.938 -0.152
H 0.424 -2.597 -0.809
C 3.078 -1.662 -0.391
C -5.864 8.504 -1.520
H -2.014 3.623 -1.534
C 10.513 -5.903 -0.184
H -0.914 4.969 3.463
C -2.207 3.946 -0.465

Cartesian forces (eV/Å) of the 6 atoms listed first:
0.066 0.287 -0.836
0.073 0.054 -0.027
-1.193 0.115 0.287
0.575 -0.020 0.451
0.195 0.082 0.111
-0.149 -0.274 0.959

Its SMILES is CCOc1c(COC(C)=O)c2c(c(P(C)O)c1CNC)C(=O)c1c(cc(CCCCN)c(OC#N)c1COC(F)(F)F)C2=O.O=[N+]([O-])c1ccccc1.O=[N+]([O-])c1ccccc1.O=[N+]([O-])c1ccccc1.O=[N+]([O-])c1ccccc1.O=[N+]([O-])c1ccccc1. The HOMO energy comes out at -8.119 eV. The value obtained for the total energy is -128322.028 eV.

Atomic partial charges in e from the Löwdin method, atoms 1 to 6: number 1, C, carries 0.01; number 2, H, carries 0.09; number 3, H, carries 0.09; number 4, C, carries -0.59; number 5, C, carries -0.01; number 6, C, carries -0.20